Record 1
Molecular formula: C39H52N6O12
Method: DFT, the ωB97M-V functional and the def2-TZVPD basis

The geometry in ORCA input format:
```
! RIJCOSX wB97M-V def2-TZVPD def2/J DEFGRID3
* xyz 1 2
N -1.5029 -0.6899 0.7040
C -0.6111 -0.9617 1.7261
C 0.7049 -0.6417 1.5641
C 1.1508 -0.2503 0.2987
C 0.3621 -0.1768 -0.8276
C -0.9679 -0.4056 -0.4751
H -1.0955 -1.1696 2.6687
H 1.3965 -0.7731 2.3831
H 2.1580 0.1371 0.2558
H 0.8003 -0.0289 -1.8035
H -1.6446 -0.2552 -1.3032
N -0.0147 0.9073 4.4179
C 0.9602 0.0978 4.8675
C 1.9082 0.6065 5.8201
C 1.7211 1.9095 6.4159
C 0.6300 2.6782 5.9517
C -0.1365 2.1481 4.9094
H 0.8620 -0.9523 4.6350
H 2.6195 -0.1635 6.0799
H 2.4139 2.2591 7.1671
H 0.3177 3.6348 6.3439
H -0.9238 2.7301 4.4535
N -6.8655 1.7114 -3.9039
C -6.4667 1.7659 -2.6266
C -5.1091 1.6803 -2.2706
C -4.1823 1.4139 -3.3153
C -4.6174 1.3096 -4.6415
C -5.9681 1.4219 -4.8876
H -7.2432 1.8814 -1.8850
H -4.6245 1.5651 -1.3123
H -3.1641 1.3360 -2.9638
H -3.8690 1.2387 -5.4169
H -6.2788 1.3067 -5.9155
C 2.1042 -5.3848 -1.2402
C 0.8284 -4.7366 -0.6725
O 1.3234 -3.3803 -0.4092
C 2.6167 -3.2870 -0.6269
O 3.2667 -2.2018 -0.6947
O 3.1227 -4.3673 -1.1547
H 1.9970 -5.6150 -2.3002
H 2.3703 -6.1618 -0.5236
H 0.5652 -5.0495 0.3379
H -0.0208 -5.0138 -1.2972
C 1.8097 -2.5449 -6.8061
C 1.7659 -4.0039 -6.3201
O 1.1777 -3.8858 -4.9610
C 1.3131 -2.6093 -4.5557
O 0.9237 -2.1603 -3.4897
O 1.8190 -1.8939 -5.5833
H 0.9988 -2.1665 -7.4284
H 2.7255 -2.6460 -7.3885
H 2.7325 -4.5064 -6.3590
H 1.1390 -4.4798 -7.0742
C -3.4497 -1.6185 6.2219
C -2.8801 -1.8231 4.8164
O -1.5787 -2.2169 5.0700
C -1.2761 -2.1927 6.3889
O -0.2088 -2.5115 6.9259
O -2.2675 -1.6338 6.9536
H -4.0957 -2.3827 6.6542
H -3.9031 -0.6368 6.3585
H -2.9816 -0.8969 4.2508
H -3.3960 -2.6919 4.4075
C -0.8524 3.4763 1.5236
C -1.0098 3.1357 0.0254
O -0.9465 4.3777 -0.5306
C -0.6529 5.3876 0.3155
O -0.6841 6.5285 -0.0458
O -0.6296 4.8327 1.5233
H -0.0198 2.8792 1.8956
H -1.7557 3.0591 1.9687
H -1.9517 2.7083 -0.3186
H -0.2300 2.4901 -0.3785
C 4.2483 2.6358 -2.6434
C 4.9425 2.1934 -1.3122
C 3.9288 2.4734 -0.0607
C 3.5797 3.9031 0.1516
N 3.3483 5.0168 0.3604
H 4.8765 2.3603 -3.4905
H 4.2581 3.7250 -2.6008
H 3.2514 2.1954 -2.6590
H 5.8784 2.7371 -1.1830
H 5.1872 1.1354 -1.4060
H 4.4565 2.2695 0.8709
H 3.0500 1.8289 -0.0805
C -0.1989 -4.3116 2.7719
C 0.9289 -4.4136 3.7152
C 2.1807 -5.0772 3.1273
C 2.9144 -5.6740 4.2049
N 3.5084 -6.1304 5.0639
H -0.4371 -5.2741 2.3190
H 0.0007 -3.6029 1.9682
H -1.0507 -4.0036 3.3781
H 0.6247 -4.9515 4.6131
H 1.1413 -3.3810 3.9923
H 2.8417 -4.3472 2.6601
H 1.9582 -5.8638 2.4062
C -2.8847 4.8943 -4.0725
C -1.5368 4.7523 -4.7601
C -0.4179 4.4551 -3.8267
C -0.4492 3.0935 -3.2671
N -0.4520 2.0222 -2.8882
H -2.7010 5.1715 -3.0345
H -3.2362 3.8677 -3.9696
H -3.5861 5.3823 -4.7493
H -1.2007 5.6705 -5.2420
H -1.6207 4.0576 -5.5958
H -0.3873 5.1608 -2.9967
H 0.5258 4.5822 -4.3571
*
```

Calculated values
- <S²> = 0.7695
- HOMO-LUMO gap (spin up / spin down) (eV) = 7.89 / 3.35
- HOMO level (spin up / spin down) (eV) = -11.4 / -11.4
- LUMO energy (spin up / spin down) (eV) = -3.525 / -8.061
- calculated total energy (eV) = -74782.9173

These are the Mulliken partial charges, in e, on atoms 1 to 99: -0.457, -0.967, 0.772, -0.674, 0.555, -1.082, 0.412, 0.486, 0.427, 0.659, 0.560, 0.073, 0.010, -1.287, -0.324, -0.746, -0.179, 0.719, 0.439, 0.440, 0.441, 0.454, -0.570, -0.333, -0.329, -0.121, -0.368, -0.251, 0.362, 0.346, 0.506, 0.371, 0.349, -0.443, 0.098, 0.058, 0.630, -0.663, -0.374, 0.306, 0.318, -0.266, 0.327, -0.341, -0.422, -0.328, 0.609, -0.490, -0.289, 0.308, 0.300, 0.321, 0.319, -0.439, -0.256, 0.004, 0.658, -0.594, -0.387, 0.265, 0.278, 0.270, 0.287, -0.010, 0.619, -0.309, 0.512, -0.536, -0.402, 0.183, 0.231, 0.036, -0.348, -1.019, -0.663, 0.902, 0.108, -0.483, 0.393, 0.353, 0.168, 0.384, 0.380, 0.401, -0.767, -0.557, 0.098, 0.012, -0.130, -0.404, 0.574, -0.329, 0.074, 0.487, -0.163, 0.220, 0.167, -0.637, -0.629


Record 2
Molecular formula: C39H53BrCl3N6O3PSSiV
Method: DFT, the ωB97M-V functional and the def2-TZVPD basis

The geometry in ORCA input format:
```
! RIJCOSX wB97M-V def2-TZVPD def2/J DEFGRID3
* xyz 1 3
V 2.7852 0.2754 1.0454
C 2.4717 -2.3154 -3.9164
N 2.4419 -1.2040 -2.9635
C 2.1034 0.0918 -3.2581
C 2.2130 0.7930 -2.1009
N 2.6164 -0.0541 -1.0907
C 2.7520 -1.2520 -1.6514
P 3.2349 -2.7699 -0.7794
C 4.4973 -2.0816 0.3518
N 4.2576 -1.1325 1.2504
C 5.3498 -1.0747 2.0810
C 6.2505 -2.0113 1.6790
N 5.6999 -2.6448 0.5925
C 6.3485 -3.6995 -0.1924
C 1.8798 -2.7154 0.4362
N 1.5760 -1.6453 1.1501
C 0.6198 -2.0359 2.0484
C 0.3317 -3.3528 1.8570
N 1.1389 -3.7771 0.8334
C 1.1630 -5.1288 0.2724
H 2.1508 -1.9429 -4.8840
H 3.4792 -2.7138 -4.0077
H 1.7937 -3.1059 -3.6028
H 1.8114 0.3992 -4.2485
H 2.0540 1.8446 -1.9519
H 5.4065 -0.3699 2.8925
H 7.2256 -2.2671 2.0568
H 7.4133 -3.6784 0.0171
H 5.9524 -4.6777 0.0713
H 6.1984 -3.5203 -1.2524
H 0.1998 -1.3574 2.7702
H -0.3674 -4.0103 2.3465
H 0.3985 -5.7184 0.7691
H 0.9460 -5.1018 -0.7926
H 2.1310 -5.5961 0.4358
Cl 1.4487 2.2601 0.5783
C 2.5718 3.6117 0.7169
C 2.0194 4.8722 0.8091
C 2.8830 5.9488 0.8950
C 4.2534 5.7362 0.8879
C 4.7655 4.4512 0.8048
Cl 6.4854 4.2486 0.8181
C 3.9324 3.3301 0.7210
S 4.5692 1.6848 0.6578
H 0.9441 5.0018 0.8211
H 2.4884 6.9535 0.9741
H 4.9393 6.5704 0.9534
C -3.8334 1.6139 -1.8127
C -3.3455 0.3878 -2.6011
C -2.1335 0.8671 -3.4201
C -4.4649 -0.0360 -3.5745
Si -2.9184 -1.0581 -1.4264
Br -0.8548 -0.5138 -0.5791
C -4.0505 -1.2098 0.0957
C -3.7822 -2.5099 0.8670
C -5.5266 -1.2186 -0.3575
C -3.8431 -0.0600 1.0939
C -2.5751 -2.7202 -2.3229
C -1.7462 -3.7006 -1.4733
C -1.7655 -2.4847 -3.6078
C -3.9011 -3.4123 -2.6941
H -3.9853 2.4423 -2.5138
H -3.0937 1.9405 -1.0770
H -4.7803 1.4459 -1.2996
H -2.4784 1.6366 -4.1204
H -1.6619 0.0783 -4.0034
H -1.3711 1.3138 -2.7806
H -4.7713 0.8318 -4.1686
H -5.3540 -0.4044 -3.0549
H -4.1403 -0.8077 -4.2734
H -4.0667 -3.3992 0.3029
H -4.3838 -2.5012 1.7828
H -2.7317 -2.5993 1.1597
H -5.7415 -2.0162 -1.0730
H -5.8296 -0.2735 -0.8094
H -6.1688 -1.3809 0.5150
H -2.8637 -0.1269 1.5705
H -4.6010 -0.1434 1.8812
H -3.9382 0.9309 0.6539
H -0.7888 -3.2640 -1.1769
H -1.5437 -4.5919 -2.0821
H -2.2595 -4.0315 -0.5734
H -0.8107 -1.9928 -3.3932
H -2.3003 -1.8877 -4.3453
H -1.5512 -3.4560 -4.0704
H -4.4683 -3.7075 -1.8092
H -3.6890 -4.3251 -3.2628
H -4.5462 -2.7858 -3.3120
C -0.2646 4.8904 5.2492
C -0.7845 4.6059 3.8659
C -1.2146 5.6189 3.0227
C -1.6847 5.3314 1.7465
Cl -2.1821 6.6308 0.6997
C -1.7542 4.0282 1.2985
C -1.3268 3.0009 2.1348
C -0.8355 3.2912 3.3934
O -0.4084 2.3353 4.2703
C 0.2277 1.2008 3.7749
C 1.6797 1.5056 3.4459
O 2.1898 2.5325 3.7826
O 2.3326 0.5133 2.7952
H -0.2565 5.9621 5.4471
H 0.7467 4.4963 5.3650
H -0.8844 4.4010 6.0030
H -1.1701 6.6486 3.3568
H -2.1363 3.8118 0.3081
H -1.3915 1.9782 1.7807
H -0.2750 0.7518 2.9133
H 0.2269 0.4766 4.5911
*
```

Calculated values
- <S²> = 2.0163
- HOMO-LUMO gap (spin up / spin down) (eV) = 7.34 / 7.30
- HOMO level (spin up / spin down) (eV) = -10.0 / -10.1
- LUMO energy (spin up / spin down) (eV) = -2.631 / -2.769
- calculated total energy (eV) = -217686.8857
- energy relative to the best compared isomer or geometry (same formula, charge and spin) (kJ/mol) = 42.79

These are the Mulliken partial charges, in e, on atoms 1 to 99: 0.665, -0.896, 0.336, -0.881, -0.834, 0.864, -0.166, -0.483, -0.352, 0.687, -0.865, -0.541, 0.205, -0.852, -0.103, 1.088, -0.842, -0.589, 0.448, -0.909, 0.335, 0.343, 0.334, 0.502, 0.638, 0.547, 0.480, 0.341, 0.302, 0.355, 0.264, 0.460, 0.333, 0.350, 0.342, 0.264, 0.374, -1.013, -0.532, -0.710, 0.347, -0.225, 0.269, -0.310, 0.421, 0.434, 0.428, -1.969, 2.998, -1.796, -1.825, -2.207, 0.494, 2.865, -2.038, -1.755, -2.037, 2.924, -1.980, -1.953, -1.762, 0.649, 0.155, 0.276, 0.583, 0.297, 0.221, 0.533, 0.301, 0.363, 0.343, 0.633, 0.186, 0.297, 0.321, 0.545, 0.223, 0.605, 0.345, 0.055, 0.625, 0.317, 0.121, 0.370, 0.636, 0.326, 0.535, 0.322, -1.389, 0.994, -0.619, -0.077, -0.244, -0.788, -0.199, 0.414, -0.472, 0.588, 0.341